# 1
68
Properties=species:S:1:pos:R:3 method="wB97M-V/def2-TZVPD" charge=-1 lumo_ev="2.0 / 0.9" e_tot_ev=-117406.76651 multiplicity=6 e_above_lowest_kj_mol=281.2 e_homo_ev="-4.93 / -4.79" s2=8.76
Fe -1.009 -0.384 2.215
N -3.596 0.060 2.498
C -3.906 1.430 2.846
C -2.848 1.978 3.813
O -3.166 2.846 4.630
N -1.638 1.475 3.617
C -0.614 1.894 4.499
C 0.450 0.737 4.716
O 1.154 0.821 5.707
O 0.456 -0.118 3.805
H -4.217 -0.305 1.787
H -3.666 -0.537 3.318
H -4.893 1.562 3.319
H -3.862 2.038 1.939
H -1.007 2.224 5.469
H -0.012 2.704 4.065
S -2.189 -2.590 3.360
C -2.624 -2.985 1.757
C -3.029 -4.290 1.418
C -3.321 -4.587 0.112
C -3.250 -3.576 -0.845
C -2.877 -2.315 -0.419
N -2.575 -2.010 0.833
H -3.069 -5.037 2.191
H -3.598 -5.591 -0.182
H -3.482 -3.777 -1.880
H -2.810 -1.491 -1.122
C -2.473 1.597 -2.826
N -2.223 1.916 -1.445
C -2.849 3.086 -0.869
C -1.586 1.060 -0.630
O -1.479 1.228 0.568
H -2.487 2.509 -3.421
H -3.434 1.087 -2.951
H -1.681 0.951 -3.197
H -2.764 3.937 -1.546
H -2.322 3.305 0.060
H -3.905 2.910 -0.646
H -1.161 0.189 -1.152
Cl 3.570 0.677 -4.211
C 3.798 1.772 -2.885
C 4.439 2.972 -3.129
C 4.558 3.903 -2.113
C 4.007 3.639 -0.869
C 3.382 2.429 -0.624
Cl 2.700 2.102 0.940
C 3.293 1.435 -1.619
N 2.698 0.228 -1.363
C 3.266 -1.009 -1.633
C 4.605 -1.144 -2.001
C 5.157 -2.391 -2.229
C 4.381 -3.527 -2.096
C 3.049 -3.402 -1.735
C 2.473 -2.162 -1.500
C 1.006 -2.053 -1.193
C 0.617 -1.515 0.209
O 0.094 -2.282 1.022
O 0.755 -0.281 0.425
H 4.833 3.170 -4.114
H 5.066 4.839 -2.293
H 4.081 4.360 -0.074
H 1.977 0.213 -0.617
H 5.228 -0.266 -2.081
H 6.199 -2.470 -2.509
H 4.811 -4.505 -2.265
H 2.439 -4.291 -1.638
H 0.531 -3.028 -1.295
H 0.554 -1.367 -1.919

# 2
95
Properties=species:S:1:pos:R:3 method="wB97M-V/def2-TZVPD" charge=+3 lumo_ev="-9.6 / -9.6" e_tot_ev=-273750.27865 multiplicity=2 e_above_lowest_kj_mol=51.9 e_homo_ev="-16.14 / -16.11" s2=0.76
Ti 0.705 -0.221 -0.868
C -1.204 -0.665 2.199
C -0.794 0.766 2.523
As -0.167 1.670 0.898
C 1.767 1.824 0.956
C 2.366 2.171 -0.258
C 3.738 2.408 -0.328
C 4.506 2.314 0.824
C 3.904 2.002 2.044
C 2.543 1.754 2.113
C -0.640 3.530 1.107
C 0.310 4.546 1.098
C -0.096 5.856 1.316
C -1.432 6.151 1.536
C -2.380 5.137 1.537
C -1.988 3.826 1.316
As 0.340 -1.639 1.479
C 1.384 -1.820 3.099
C 2.685 -1.363 3.266
C 3.336 -1.547 4.478
C 2.692 -2.188 5.525
C 1.396 -2.657 5.359
C 0.743 -2.481 4.151
C -0.346 -3.429 1.235
C -1.700 -3.644 0.986
C -2.178 -4.936 0.815
C -1.305 -6.014 0.878
C 0.043 -5.802 1.130
C 0.523 -4.514 1.313
H -2.005 -0.673 1.455
H -1.567 -1.194 3.083
H -0.016 0.817 3.289
H -1.641 1.351 2.888
H 1.748 2.369 -1.136
H 4.193 2.709 -1.263
H 5.567 2.522 0.786
H 4.503 1.970 2.945
H 2.094 1.530 3.072
H 1.359 4.341 0.931
H 0.640 6.648 1.319
H -1.737 7.174 1.711
H -3.421 5.370 1.715
H -2.734 3.040 1.322
H 3.199 -0.858 2.461
H 4.351 -1.195 4.603
H 3.202 -2.333 6.467
H 0.896 -3.169 6.170
H -0.257 -2.883 4.032
H -2.403 -2.819 0.952
H -3.235 -5.103 0.655
H -1.681 -7.021 0.756
H 0.717 -6.644 1.207
H 1.573 -4.369 1.548
O -2.199 -5.417 -3.090
C -1.659 -4.291 -2.665
C -2.356 -3.092 -2.482
C -1.669 -2.000 -2.018
N -0.352 -1.990 -1.709
C 0.290 -3.153 -1.928
Br 2.142 -3.186 -1.591
C -0.287 -4.307 -2.389
H -3.144 -5.333 -3.282
H -3.413 -3.011 -2.695
H -2.201 -1.072 -1.881
H 0.289 -5.208 -2.537
O -6.178 3.878 -0.551
C -5.442 3.908 -1.674
O -5.773 4.544 -2.625
C -4.169 3.092 -1.697
C -3.999 1.909 -0.985
C -2.829 1.175 -1.116
C -1.838 1.615 -1.990
C -1.990 2.812 -2.682
C -3.158 3.541 -2.538
N -0.630 0.853 -2.195
C -0.231 0.725 -3.415
C 1.127 0.262 -3.709
C 1.580 0.233 -5.017
C 2.929 -0.027 -5.249
C 3.757 -0.223 -4.160
C 3.220 -0.202 -2.878
N 1.927 0.024 -2.638
H -5.737 3.402 0.161
H -4.785 1.531 -0.342
H -2.714 0.257 -0.552
H -1.196 3.193 -3.311
H -3.309 4.461 -3.087
H -0.856 1.018 -4.256
H 0.901 0.437 -5.833
H 3.317 -0.053 -6.258
H 4.816 -0.400 -4.284
H 3.839 -0.383 -2.014
O 2.932 -0.672 0.052
H 3.554 0.045 0.257
H 3.398 -1.510 0.161

What is the multiplicity in the second record? 2